(1)
C34H46N3ReS2 | ωB97M-V/def2-TZVPD

As for the molar mass: 747.1 u. The net charge is +3. As for the multiplicity: 2. Its expectation value of S² is 0.92. The value obtained for the electronic energy is -64250.219 eV. Its energy above the lowest of the compared OMol25 structures with the same formula, charge and spin is 0.0 kcal/mol.

Element x y z (Å)
Re  -1.19952  0.90997  -0.16643
C  0.68832  2.27236  -4.63386
C  -0.00616  2.52621  -3.32424
C  -1.29610  1.99081  -3.13861
C  -1.92242  1.22701  -4.27020
C  -2.00578  2.27016  -1.95261
C  -3.50139  2.00497  -1.82701
C  -1.40366  3.11998  -0.96715
C  -2.25149  3.63963  0.18218
C  -0.11525  3.67284  -1.18310
C  0.44318  4.69048  -0.22207
C  0.59888  3.31307  -2.33602
C  2.02026  3.77969  -2.51150
H  1.00469  1.22802  -4.71853
H  1.56074  2.89937  -4.77433
H  0.01317  2.46316  -5.46819
H  -2.19612  1.92305  -5.06881
H  -2.82506  0.69706  -3.98995
H  -1.22256  0.51628  -4.71033
H  -3.81684  1.72335  -0.81783
H  -3.84505  1.21619  -2.48531
H  -4.04319  2.92452  -2.06328
H  -2.90003  4.45786  -0.14834
H  -1.64712  4.00432  1.00741
H  -2.93744  2.89520  0.59600
H  0.95363  4.22278  0.62621
H  -0.33769  5.33323  0.17532
H  1.16337  5.33707  -0.71341
H  2.07475  4.68313  -3.12498
H  2.62110  3.02069  -3.00862
H  2.49138  4.00494  -1.55888
S  -3.49108  -0.90088  3.04601
C  -2.34700  0.15153  3.85176
C  -2.26374  0.44073  5.20880
C  -1.26733  1.31281  5.60779
C  -0.38432  1.87993  4.68089
C  -0.47386  1.59117  3.33081
C  -1.46802  0.71145  2.93252
N  -1.74214  0.27987  1.61334
C  -2.79328  -0.58870  1.56249
C  -3.10284  -1.14759  0.25755
C  -4.12052  -2.05882  0.00615
C  -4.24106  -2.59130  -1.27039
C  -3.34125  -2.23477  -2.27160
C  -2.32887  -1.31011  -2.02890
C  -2.21592  -0.73105  -0.76838
H  -2.94728  0.00811  5.92720
H  -1.17088  1.56420  6.65549
H  0.38135  2.56032  5.02864
H  0.21080  2.03390  2.61706
H  -4.80036  -2.37069  0.79126
H  -5.02764  -3.30327  -1.48197
H  -3.43553  -2.68035  -3.25421
H  -1.64310  -1.04668  -2.82318
C  -1.29824  -3.75139  1.40852
C  -0.10843  -4.66603  1.64818
C  1.22947  -3.94326  1.69773
C  1.71215  -3.34005  0.38657
N  1.11999  -2.00709  0.05192
C  1.77906  -0.89527  -0.16611
S  0.99142  0.73984  -0.32310
N  3.07282  -0.75534  -0.37831
C  4.14720  -1.69871  -0.83423
C  5.38370  -1.68554  0.05313
C  5.27463  -2.34533  1.42800
C  4.52764  -1.53430  2.48710
H  -2.24082  -4.27301  1.57710
H  -1.33615  -3.38348  0.37534
H  -1.26393  -2.89269  2.08933
H  -0.07494  -5.43780  0.87470
H  -0.24638  -5.19795  2.59016
H  1.99869  -4.66410  1.98531
H  1.23579  -3.17075  2.47389
H  1.51436  -4.00801  -0.45373
H  2.77728  -3.18714  0.45383
H  0.11033  -1.93055  0.06639
H  3.38218  0.20830  -0.39443
H  4.39639  -1.35212  -1.83671
H  3.72438  -2.69142  -0.94590
H  5.73421  -0.65320  0.16381
H  6.15671  -2.19274  -0.52823
H  6.28855  -2.51623  1.78850
H  4.84018  -3.34570  1.31907
H  5.01608  -0.57135  2.65082
H  4.52470  -2.06109  3.44166
H  3.48423  -1.33374  2.22705

Just the Mulliken charges please, in e? Sure, here they are: Re 0.275; C -2.229; C 1.040; C 0.965; C -2.266; C 0.127; C -1.275; C 0.842; C -2.040; C 0.745; C -2.169; C 1.841; C -2.778; H 0.387; H 0.490; H 0.435; H 0.526; H 0.361; H 0.557; H 0.252; H 0.401; H 0.447; H 0.395; H 0.575; H 0.361; H 0.372; H 0.473; H 0.471; H 0.454; H 0.576; H 0.538; S -0.099; C 0.863; C -0.658; C -0.690; C -0.833; C -0.500; C -0.224; N 0.970; C -0.121; C 0.695; C -0.450; C -0.977; C -0.942; C -1.321; C 1.159; H 0.474; H 0.449; H 0.474; H 0.402; H 0.561; H 0.494; H 0.524; H 0.798; C -0.357; C -0.925; C -0.908; C 0.630; N 0.104; C 1.072; S -0.342; N -0.086; C -0.934; C -0.677; C -0.397; C -0.882; H 0.475; H -0.103; H 0.202; H 0.361; H 0.402; H 0.395; H 0.235; H 0.384; H -0.824; H -0.371; H 0.299; H 0.360; H 0.615; H 0.341; H 0.382; H 0.409; H 0.230; H 0.349; H 0.347; H 0.020

(2)
C34H47BrFNbO18PS | ωB97M-V/def2-TZVPD

As for the molar mass: 998.6 u. The net charge is -1. The value obtained for the electronic energy is -167301.488 eV. Its energy above the lowest of the compared OMol25 structures with the same formula, charge and spin is 74.2 kcal/mol.

Element x y z (Å)
C  -2.68791  0.76055  3.91818
C  -1.29128  1.09106  4.67785
C  -1.16426  2.69225  4.67556
C  0.36039  3.09672  4.43387
C  0.68459  3.68149  2.99049
C  0.06274  2.84962  1.76105
C  1.28650  2.20027  0.95652
Nb  0.70882  0.99951  -0.89598
C  0.46509  -0.16725  -2.83861
C  1.56436  -1.36571  -2.89107
C  1.25530  -2.50626  -1.81202
F  1.97481  -3.72706  -2.08035
C  2.00174  2.49369  -2.10685
C  3.49415  1.98174  -2.33672
C  4.28319  3.17500  -3.09355
S  3.70800  3.43714  -4.82561
O  4.86839  3.33822  -5.77071
O  3.07276  4.78883  -5.01038
O  2.58721  2.29411  -5.32465
C  -0.71722  -0.35598  0.26204
C  -2.10571  -0.69167  -0.47637
C  -3.39911  -0.17442  0.28458
O  -3.88562  0.90723  -0.07620
O  -4.05465  -0.87665  1.30612
P  -1.29138  2.50013  -1.46275
O  -0.75211  4.14296  -1.68864
Br  -2.07409  1.92873  -3.53151
H  -3.38927  1.66484  3.94043
H  -3.22492  -0.13407  4.35132
H  -2.41756  0.60518  2.83277
H  -1.35451  0.62996  5.71642
H  -0.45412  0.59397  4.08964
H  -1.80459  3.09026  3.83392
H  -1.56012  3.03570  5.68948
H  1.05499  2.24496  4.75173
H  0.58821  3.94122  5.17819
H  1.82122  3.65100  2.87761
H  0.39808  4.77911  2.88583
H  -0.41823  3.62903  1.07342
H  -0.70950  2.08219  2.05918
H  1.89100  1.50319  1.64417
H  2.01582  3.04452  0.69025
H  2.17049  -0.06880  -0.54616
H  -0.54429  -0.66289  -2.98751
H  0.67808  0.47378  -3.76095
H  2.60281  -0.94740  -2.74602
H  1.50524  -1.88655  -3.90916
H  0.13550  -2.71608  -1.75740
H  1.58506  -2.17174  -0.77647
H  1.46842  2.77502  -3.08087
H  2.03648  3.43747  -1.47987
H  4.01594  1.86157  -1.33713
H  3.56708  1.05438  -2.97835
H  5.38003  2.89521  -3.14422
H  4.18848  4.16503  -2.54381
H  1.89530  2.82793  -5.76900
H  -0.16980  -1.35825  0.37736
H  -0.96177  -0.01232  1.31354
H  -2.21104  -1.83305  -0.51507
H  -2.19004  -0.31938  -1.53754
H  -4.57362  -0.19604  1.78388
H  -0.88492  4.35774  -2.63361
C  -6.10781  0.86219  -7.77204
C  -6.86433  1.90935  -7.43838
C  -6.27721  3.12273  -6.79994
O  -6.99934  4.06569  -6.52786
C  -4.83965  3.12477  -6.52066
C  -4.08245  2.07564  -6.85121
C  -4.66499  0.87375  -7.51433
O  -3.93999  -0.05605  -7.81768
O  -2.75279  2.05984  -6.59784
O  -8.20184  1.91653  -7.66659
H  -6.52136  -0.02229  -8.23739
H  -4.42899  4.00289  -6.04128
H  -2.43487  1.19850  -6.92933
H  -8.51494  2.78069  -7.33895
C  2.41493  0.84617  9.77124
C  1.31566  1.13298  9.07049
C  1.02572  0.46484  7.76894
O  0.00285  0.73946  7.16824
C  2.00113  -0.50314  7.26069
C  3.10210  -0.78725  7.95993
C  3.37822  -0.13952  9.27434
O  4.38515  -0.43873  9.89153
O  4.01708  -1.67822  7.50467
O  0.41417  2.04367  9.51226
H  2.63549  1.32192  10.71721
H  1.78812  -0.96755  6.30719
H  4.71287  -1.70691  8.18794
H  -0.28473  2.06776  8.83106
C  1.17622  -7.18103  -1.67243
C  1.59020  -8.30914  -2.25277
C  2.19220  -9.41773  -1.45811
O  2.54129  -10.44088  -2.02141
C  2.34441  -9.22412  -0.01347
C  1.93345  -8.09437  0.56658
C  1.30627  -6.99677  -0.22427
O  0.92779  -5.99047  0.34459
O  2.06807  -7.89621  1.90084
O  1.48026  -8.49694  -3.59260
H  0.73612  -6.37021  -2.23761
H  2.79858  -10.02832  0.54924
H  1.69598  -7.00931  2.06905
H  1.84631  -9.38516  -3.76015

Mulliken population analysis, charges in e, atoms 1 to 99: C -0.865; C -0.110; C -0.758; C -0.601; C -0.860; C 0.869; C -0.817; Nb -1.003; C -0.780; C -0.281; C 0.073; F -0.352; C -0.498; C -0.468; C -0.727; S 1.200; O -0.680; O -0.662; O -0.418; C -0.211; C 0.133; C 0.172; O -0.587; O -0.491; P 0.275; O -0.508; Br -0.279; H 0.308; H 0.345; H 0.016; H 0.367; H 0.247; H 0.491; H 0.293; H 0.202; H 0.288; H 0.349; H 0.319; H 0.030; H -0.250; H 0.180; H 0.410; H 0.005; H 0.580; H 0.226; H -0.018; H 0.349; H 0.102; H 0.022; H 0.254; H 0.591; H 0.303; H 0.094; H 0.407; H 0.404; H 0.330; H 0.213; H -0.142; H 0.360; H -0.032; H 0.392; H 0.299; C -0.918; C 0.407; C 0.952; O -0.623; C -0.823; C 0.192; C 0.929; O -0.625; O -0.465; O -0.572; H 0.404; H 0.451; H 0.328; H 0.349; C -0.830; C 0.260; C 0.792; O -0.509; C -0.913; C 0.428; C 0.872; O -0.621; O -0.569; O -0.591; H 0.414; H 0.507; H 0.341; H 0.336; C -0.920; C 0.455; C 0.888; O -0.627; C -0.901; C 0.386; C 0.967; O -0.604; O -0.572

(3)
C34H47BrN2OPPtSi | ωB97M-V/def2-TZVPD

As for the molar mass: 833.8 u. The net charge is +1. The value obtained for the electronic energy is -131501.004 eV. Its energy above the lowest of the compared OMol25 structures with the same formula, charge and spin is 32.7 kcal/mol.

Element x y z (Å)
Pt  1.60202  -0.09989  0.56149
O  3.57471  -0.92936  0.31226
C  4.57775  -0.69463  1.10478
C  5.86803  -0.55069  0.53583
C  6.99171  -0.43023  1.31243
C  6.89133  -0.42152  2.70656
C  5.65016  -0.52562  3.29027
C  4.48193  -0.64390  2.52654
C  3.19172  -0.73849  3.17020
N  1.99524  -0.53574  2.62332
C  1.05085  -0.67577  3.61279
C  1.67555  -0.98062  4.77742
N  3.01518  -1.01937  4.48441
H  5.92977  -0.58521  -0.54476
H  7.96334  -0.34919  0.84291
H  7.77753  -0.33944  3.31964
H  5.58603  -0.49435  4.37150
H  -0.00039  -0.56216  3.41613
H  1.29508  -1.16028  5.76634
H  3.74595  -1.24248  5.13633
C  2.60426  3.21126  0.37981
P  2.29313  1.74914  -0.66252
C  1.22768  2.41441  -1.98474
C  1.78173  3.18969  -3.00303
C  0.96747  3.73301  -3.98270
C  -0.39931  3.49183  -3.96432
C  -0.95088  2.71088  -2.96083
C  -0.14303  2.17678  -1.96815
C  3.83832  1.44962  -1.55698
C  5.00910  2.16528  -1.33628
C  6.11457  1.95608  -2.15013
C  6.05521  1.03231  -3.18121
C  4.89654  0.29061  -3.38312
C  3.79747  0.48998  -2.56947
H  2.85789  4.05803  -0.25643
H  3.41522  3.00614  1.07890
H  1.70448  3.44262  0.94842
H  2.84917  3.37109  -3.02655
H  1.40753  4.34366  -4.75963
H  -1.03991  3.91831  -4.72421
H  -2.01666  2.52823  -2.94223
H  -0.56851  1.57091  -1.17766
H  5.07370  2.88711  -0.53273
H  7.02018  2.52174  -1.97610
H  6.91377  0.88472  -3.82246
H  4.85481  -0.44261  -4.17732
H  2.89960  -0.10201  -2.70619
C  -3.45598  -3.36880  -1.70383
C  -3.82701  -1.88252  -1.58226
C  -3.16173  -1.16516  -2.76887
C  -5.35580  -1.78093  -1.71839
Si  -3.30234  -1.15569  0.12278
Br  -0.89692  -0.99730  -0.08895
C  -3.45405  -2.33767  1.63981
C  -2.99295  -1.62053  2.91739
C  -2.60334  -3.61030  1.49923
C  -4.92063  -2.76890  1.80970
C  -3.90174  0.65248  0.44550
C  -5.30591  0.62736  1.07039
C  -2.95863  1.42954  1.37481
C  -3.98712  1.44979  -0.86429
H  -3.75937  -3.72129  -2.69241
H  -3.97653  -3.98163  -0.96968
H  -2.38008  -3.52598  -1.61007
H  -3.37987  -1.72504  -3.68114
H  -2.07772  -1.12322  -2.65889
H  -3.53533  -0.15226  -2.90697
H  -5.66240  -2.22456  -2.66823
H  -5.70567  -0.74922  -1.70359
H  -5.86510  -2.31905  -0.91733
H  -1.99870  -1.18757  2.78955
H  -2.93589  -2.33935  3.73803
H  -3.68790  -0.83558  3.21649
H  -1.55509  -3.38705  1.30028
H  -2.96940  -4.26107  0.70997
H  -2.65446  -4.17492  2.43340
H  -5.59387  -1.91928  1.91803
H  -5.01340  -3.38904  2.70438
H  -5.25759  -3.36304  0.95897
H  -5.29622  0.21165  2.07802
H  -6.01024  0.04667  0.47189
H  -5.68933  1.64817  1.13849
H  -2.90201  0.99561  2.37226
H  -3.32523  2.45393  1.48068
H  -1.94692  1.48769  0.96998
H  -4.77988  1.08093  -1.51295
H  -3.04142  1.41729  -1.40663
H  -4.20325  2.49591  -0.63408

Just the Mulliken charges please, in e? Sure, here they are: Pt 0.883; O -1.070; C 0.461; C -0.247; C -0.665; C -0.788; C -0.794; C 0.590; C 0.519; N -0.173; C -0.045; C -0.730; N -0.024; H 0.534; H 0.434; H 0.413; H 0.332; H 0.035; H 0.420; H 0.171; C -1.619; P 1.449; C 0.450; C -0.629; C -0.726; C -0.843; C -0.398; C 0.540; C 0.193; C -0.288; C -0.812; C -0.489; C -0.764; C -0.433; H 0.527; H 0.458; H 0.400; H 0.409; H 0.421; H 0.405; H 0.416; H -0.460; H 0.358; H 0.450; H 0.398; H 0.420; H 0.430; C -1.979; C 2.252; C -1.734; C -1.619; Si -0.996; Br 0.040; C 2.301; C -1.688; C -1.816; C -1.683; C 2.733; C -1.911; C -1.675; C -1.856; H 0.615; H 0.363; H 0.352; H 0.560; H 0.299; H 0.355; H 0.522; H 0.282; H 0.286; H -0.067; H 0.660; H 0.291; H 0.261; H 0.338; H 0.582; H 0.336; H 0.512; H 0.303; H 0.384; H 0.348; H 0.520; H 0.307; H 0.575; H 0.174; H 0.332; H -0.037; H 0.659